# 1
# C3H7N2S

A molecular structure, C3H7N2S at a distorted geometry (wB97M-V/def2-TZVPD, the Open Molecules 2025 dataset).

Properties
Relative energy (zero: lowest compared OMol25 entry of this formula, charge and spin) (kJ/mol): 377.4
LUMO energy (alpha / beta) (eV): -5.7224 / -5.7219
HOMO level (alpha / beta) (eV): -14.655 / -14.654
Total charge: +1

Cartesian coordinates (Å):
C  2.00175  0.21285  -0.13060
C  1.29130  -0.95025  -0.64895
C  -2.45577  0.32959  0.22900
N  1.26212  0.76124  0.73713
N  -1.28264  -0.25517  -0.37642
S  -0.19763  -0.88717  0.47226
H  1.60047  1.60288  1.07464
H  2.96868  0.61694  -0.37530
H  1.09286  -0.91496  -1.81256
H  1.81409  -2.01219  -0.46798
H  -2.87370  -0.41347  0.89076
H  -3.24079  0.80299  -0.41882
H  -1.98075  1.10671  0.82685



# 2
# C16H20AuN2O3

A molecular structure, C16H20AuN2O3 (wB97M-V/def2-TZVPD, the Open Molecules 2025 dataset).

Properties
Relative energy (zero: lowest compared OMol25 entry of this formula, charge and spin) (kJ/mol): 0.0
LUMO energy (eV): -3.0854
HOMO level (eV): -11.786
Total charge: +1

Cartesian coordinates (Å):
Au  -1.16137  -0.40036  1.29483
O  1.61574  -0.38892  -5.20464
C  0.26324  -0.77158  -5.08402
C  -0.09601  -0.84933  -3.62613
C  -1.40483  -1.10557  -3.23719
C  -1.70077  -1.14865  -1.88923
N  -0.77573  -0.96935  -0.94507
C  0.48962  -0.75790  -1.30765
C  0.86227  -0.68015  -2.64114
C  1.48876  -0.65937  -0.19712
C  2.84377  -0.50494  -0.44529
C  3.74101  -0.47993  0.60874
C  5.21562  -0.25530  0.37183
O  5.58964  -0.36232  -0.98174
C  3.24539  -0.64071  1.89602
C  1.88473  -0.78052  2.07271
N  1.02152  -0.77539  1.05272
H  1.81624  -0.20290  -6.12699
H  0.08405  -1.75222  -5.53797
H  -0.40937  -0.05769  -5.57000
H  -2.18524  -1.26721  -3.97021
H  -2.71052  -1.33310  -1.54609
H  1.88069  -0.48479  -2.93562
H  3.22043  -0.40149  -1.45090
H  5.79505  -0.92395  1.01346
H  5.45173  0.76422  0.68346
H  5.76896  -1.28317  -1.19663
H  3.90641  -0.65690  2.75332
H  1.46261  -0.90925  3.05967
C  -3.90555  1.64640  4.07449
C  -4.61057  1.96957  2.73435
C  -3.63408  1.48863  1.66418
O  -2.79398  0.52949  2.34676
C  -2.55081  1.08553  3.66139
H  -4.46796  0.89902  4.62940
H  -3.79126  2.52308  4.70810
H  -4.81517  3.03140  2.61926
H  -5.55523  1.43562  2.66196
H  -3.00661  2.30233  1.29396
H  -4.09728  0.97764  0.82459
H  -1.79315  1.86755  3.57564
H  -2.18201  0.28247  4.29278



# 3
# C11H40BO9V

A molecular structure, C11H40BO9V at a distorted geometry (wB97M-V/def2-TZVPD, the Open Molecules 2025 dataset).

Properties
LUMO energy (eV): -1.2059
HOMO level (eV): -9.553

Cartesian coordinates (Å):
O  1.92007  3.01305  -0.74633
V  0.66161  2.25766  -1.26678
O  0.89571  1.78748  -2.76316
B  1.01241  0.20235  -0.14113
H  0.82509  0.90911  0.81201
H  1.10037  -0.92864  0.22460
H  0.14527  0.32730  -0.93679
H  2.05526  0.56574  -0.57788
C  3.11540  -1.22458  2.65902
O  2.71751  0.13583  2.53212
H  3.77644  -1.27171  3.51840
H  2.23154  -1.86238  2.76430
H  3.65598  -1.57580  1.77226
H  2.13269  0.19530  1.76739
C  -1.57037  3.79741  0.79916
O  -0.52759  2.83305  0.68519
H  -1.48861  4.50280  -0.02932
H  -2.55016  3.31385  0.74035
H  -1.51516  4.36380  1.72800
H  -0.60834  2.27216  1.47992
C  4.75680  0.89238  -1.96805
O  4.69629  0.54590  -0.58619
H  3.77466  1.21217  -2.32377
H  5.48880  1.69027  -2.07694
H  5.09734  0.01259  -2.52162
H  3.79557  0.33578  -0.32838
C  3.20902  -2.65865  -1.68030
O  1.98755  -2.02257  -2.02964
H  3.65665  -2.19956  -0.79105
H  3.01948  -3.70303  -1.42924
H  3.93540  -2.54218  -2.48454
H  1.81820  -1.31154  -1.40369
C  -1.33843  0.91310  4.10315
O  -1.45926  1.08606  2.69899
H  -0.30089  1.04504  4.42060
H  -1.95359  1.67644  4.57685
H  -1.67938  -0.06835  4.43708
H  -1.27255  0.24442  2.24944
C  -3.29913  0.37213  -2.11619
C  -2.17609  1.09969  -2.83904
C  -2.61451  1.73928  -4.13930
O  -1.64502  2.13164  -1.96563
H  -3.46333  -0.58513  -2.61400
H  -4.24034  0.92569  -2.13144
H  -3.01511  0.16783  -1.08261
H  -1.34129  0.42155  -3.00516
H  -1.74711  2.14719  -4.66000
H  -3.30838  2.56348  -3.96071
H  -3.08417  1.01185  -4.80186
H  -2.37583  2.63357  -1.59072
C  -2.23368  -2.87833  2.76106
C  -1.46252  -2.74463  1.46373
C  -2.26453  -3.21038  0.25661
O  -1.15689  -1.34407  1.33731
H  -3.11005  -2.22942  2.71241
H  -1.60994  -2.56525  3.59760
H  -2.56452  -3.90669  2.90391
H  -0.51478  -3.28859  1.52922
H  -2.23830  -4.30070  0.20658
H  -1.86681  -2.78606  -0.66555
H  -3.31372  -2.91832  0.33968
H  -0.57080  -1.21842  0.58004